[1]
{"formula": "C9H5N5PdS5", "method": "the ωB97M-V functional and the def2-TZVPD basis", "spin_multiplicity": 1, "mol_weight_g_mol": 449.93, "charge": 2, "orbital_gap_ev": [5.410, 5.412], "relative_energy_kcal_mol": 18.00, "max_force_ev_per_a": 4.1, "elements": ["Pd", "S", "C", "S", "C", "C", "S", "S", "S", "N", "C", "N", "C", "N", "C", "C", "N", "C", "C", "N", "H", "H", "H", "H", "H"], "xyz": [[0.3130, 0.5756, 0.0013], [5.4457, 5.7969, -0.0090], [4.2936, 4.6078, -0.0063], [2.5965, 4.9882, -0.0046], [2.0353, 3.3354, -0.0012], [3.0223, 2.3470, -0.0012], [2.7463, 0.6638, 0.0018], [4.6745, 2.9088, -0.0045], [0.3516, 3.0861, 0.0021], [-4.1233, 0.0312, 0.0013], [-3.1209, 0.9226, 0.0013], [-1.9741, 0.2682, 0.0012], [-2.3402, -1.0565, 0.0013], [-3.6462, -1.1997, 0.0014], [-1.3575, -2.1257, 0.0013], [-1.6808, -3.4983, 0.0013], [-0.7200, -4.3790, 0.0013], [0.5414, -4.0297, 0.0013], [0.8856, -2.6710, 0.0014], [-0.0712, -1.7593, 0.0014], [-5.1253, 0.1890, 0.0014], [-3.2459, 1.9901, 0.0013], [-2.7026, -3.8532, 0.0013], [1.2866, -4.8113, 0.0013], [1.9168, -2.3279, 0.0015]], "forces_ev_per_a": [[-1.14, -0.30, 0.00], [-1.48, -1.64, 0.00], [1.76, 1.93, 0.00], [-0.41, -1.11, 0.00], [-2.94, 2.89, 0.00], [2.68, -2.91, 0.00], [-1.41, 1.48, 0.00], [-1.01, -0.44, 0.00], [1.59, -1.84, 0.00], [0.54, 0.89, 0.00], [-0.27, 0.13, 0.00], [1.50, 0.00, 0.00], [-0.70, 0.54, 0.00], [0.54, -1.21, 0.00], [-0.12, -0.79, 0.00], [0.00, 1.46, 0.00], [-0.18, -1.58, 0.00], [0.46, 1.02, 0.00], [0.33, -0.66, 0.00], [0.34, 2.05, 0.00], [0.16, 0.04, 0.00], [-0.09, 0.07, 0.00], [-0.09, 0.13, 0.00], [0.12, -0.01, 0.00], [-0.18, -0.15, 0.00]], "mulliken_charge": [0.47, 0.10, 0.09, 0.13, 0.33, 0.48, -0.07, 0.14, -0.07, 0.18, -0.31, 0.02, 0.15, -0.56, 0.19, -0.06, -0.48, -0.33, -0.16, -0.11, 0.23, 0.44, 0.46, 0.40, 0.32]}


[2]
{"formula": "C9H5NS", "method": "the ωB97M-V functional and the def2-TZVPD basis", "spin_multiplicity": 1, "mol_weight_g_mol": 159.21, "charge": 0, "orbital_gap_ev": 9.065, "relative_energy_kcal_mol": 27.44, "smiles": "N#Cc1csc2ccccc12", "max_force_ev_per_a": 7.2, "elements": ["N", "C", "C", "C", "S", "C", "C", "C", "C", "C", "C", "H", "H", "H", "H", "H"], "xyz": [[1.7178, 0.9189, 3.2711], [0.6578, 0.6678, 2.7167], [-0.3956, 0.2546, 1.8052], [-1.4781, -0.5058, 2.0668], [-2.2957, -1.0737, 0.6935], [-1.0427, -0.3209, -0.2817], [-0.9318, -0.4478, -1.6918], [0.2460, -0.1881, -2.2996], [1.3571, 0.4304, -1.6634], [1.1650, 0.6313, -0.3317], [-0.0538, 0.2990, 0.4061], [-1.8065, -0.8881, 3.0049], [-1.6816, -0.9079, -2.4304], [0.1673, -0.2639, -3.3717], [2.2509, 0.4903, -2.2219], [2.1237, 0.9037, 0.3281]], "forces_ev_per_a": [[-6.36, -1.30, -3.06], [5.60, 1.02, 2.95], [2.16, 0.16, 0.72], [-0.28, -0.04, 0.57], [0.72, 0.70, -0.67], [-1.73, -1.08, -2.55], [-1.35, -1.57, -0.77], [0.00, 1.60, -1.10], [-2.46, -1.62, 0.58], [2.53, 0.80, 3.46], [1.35, 0.31, -0.98], [-0.10, 0.27, 0.68], [0.64, 0.71, 1.89], [0.69, -0.27, -0.30], [1.00, 0.54, -0.02], [-2.40, -0.22, -1.40]], "mulliken_charge": [-0.51, 0.10, 0.13, -0.38, -0.17, 0.48, -0.34, -0.31, -0.73, -0.17, 0.27, 0.48, 0.22, 0.33, 0.42, 0.16]}


[3]
{"formula": "C9H60NO22", "method": "the ωB97M-V functional and the def2-TZVPD basis", "spin_multiplicity": 1, "mol_weight_g_mol": 534.56, "charge": -1, "orbital_gap_ev": 4.064, "relative_energy_kcal_mol": 100.56, "max_force_ev_per_a": 2.6, "elements": ["C", "C", "C", "C", "C", "C", "N", "O", "C", "C", "C", "H", "H", "H", "H", "H", "H", "H", "H", "H", "H", "H", "H", "H", "H", "H", "H", "H", "H", "O", "H", "H", "O", "H", "H", "O", "H", "H", "O", "H", "H", "O", "H", "H", "O", "H", "H", "O", "H", "H", "O", "H", "H", "O", "H", "H", "O", "H", "H", "O", "H", "H", "O", "H", "H", "O", "H", "H", "O", "H", "H", "O", "H", "H", "O", "H", "H", "O", "H", "H", "O", "H", "H", "O", "H", "H", "O", "H", "H", "O", "H", "H"], "xyz": [[2.7478, -0.5382, 0.9786], [1.2436, -0.1844, 0.6977], [1.2309, 1.3462, 1.0036], [-0.1612, 2.0504, 0.6611], [-0.3692, 1.7349, -0.8232], [-0.3215, 0.2636, -1.3346], [0.9391, -0.3422, -0.7605], [1.3270, -1.6047, -1.3418], [-0.3386, 0.5186, -2.8925], [-1.7229, -0.3357, -0.8644], [0.3772, -0.9470, 1.6561], [2.9756, -1.6040, 0.9701], [3.0936, -0.1188, 1.9233], [3.3769, -0.0762, 0.2177], [2.0666, 1.8395, 0.5072], [1.3884, 1.4433, 2.0778], [-0.2660, 3.1037, 0.9209], [-0.9779, 1.6296, 1.2478], [0.4709, 2.2012, -1.3378], [-1.2919, 2.2686, -1.0512], [-1.3218, 0.5599, -3.3613], [0.0415, -0.3489, -3.4320], [0.2289, 1.3657, -3.2779], [-2.4453, 0.0099, -1.6039], [-2.1387, -0.2153, 0.1360], [-1.7216, -1.4095, -1.0515], [0.3107, -2.0035, 1.3963], [-0.6157, -0.5547, 1.8761], [0.8198, -0.9539, 2.6521], [-1.3330, -4.9148, -3.7400], [-1.1999, -4.7601, -4.6752], [-0.7086, -4.3312, -3.3090], [2.3701, -5.4833, 1.2420], [2.1271, -4.8829, 0.5373], [2.9498, -6.1207, 0.8250], [3.7042, -0.5260, -4.7309], [3.3798, -0.8272, -3.8822], [2.9269, -0.1959, -5.1815], [-5.9284, 2.7711, 0.5076], [-6.6967, 3.3301, 0.6234], [-6.2102, 2.1021, -0.1163], [-6.6693, -3.7402, -1.8672], [-7.3604, -4.3978, -1.7879], [-6.0445, -3.9644, -1.1775], [-4.8090, 1.3319, 3.8602], [-4.9595, 1.5073, 2.9313], [-5.6863, 1.2774, 4.2393], [2.1081, 7.2408, 1.4352], [1.4480, 6.5856, 1.2088], [2.8466, 7.0470, 0.8579], [-0.7225, 5.4358, -4.2191], [-1.0652, 6.2731, -3.9065], [-0.1124, 5.1563, -3.5365], [6.2492, 4.1694, 0.7504], [7.1772, 3.9440, 0.8154], [5.9352, 3.6770, -0.0080], [5.4168, -0.5708, 6.0959], [5.0549, -0.8509, 5.2552], [5.4138, -1.3624, 6.6341], [-2.0919, -0.7916, 6.1765], [-2.5245, -0.3587, 5.4404], [-1.2421, -1.0629, 5.8295], [-0.5549, -6.8991, -0.0828], [-0.0444, -6.5493, 0.6474], [-1.0192, -6.1403, -0.4363], [-7.6178, 0.4930, -2.1356], [-7.1158, -0.3082, -1.9864], [-7.6323, 0.5934, -3.0874], [7.2657, -3.0781, -0.7885], [7.4763, -2.2313, -1.1818], [7.2407, -2.9060, 0.1528], [3.8153, -4.0144, 4.5639], [3.1089, -4.1509, 5.1953], [3.4159, -4.1981, 3.7136], [7.3586, -3.9922, 3.2704], [7.5347, -4.9210, 3.1203], [6.5616, -3.9817, 3.8005], [-3.9979, 6.3983, -0.6142], [-4.1167, 6.8352, 0.2292], [-3.7117, 5.5134, -0.3878], [-2.0991, 6.3821, 3.6975], [-1.4653, 7.0690, 3.9039], [-2.0953, 5.8129, 4.4671], [-4.6955, -1.8932, -6.0167], [-4.6597, -2.3664, -5.1855], [-3.9396, -2.2141, -6.5084], [4.7765, -4.8549, -2.8415], [5.4906, -4.6471, -2.2390], [4.1471, -4.1437, -2.7221], [-5.5428, 4.2280, -3.5050], [-5.1134, 4.9165, -2.9973], [-5.4599, 3.4432, -2.9634]], "forces_ev_per_a": [[-0.30, -0.19, -0.73], [0.81, 1.30, -1.41], [-2.02, 0.48, 0.92], [1.37, -2.15, -0.19], [0.37, 1.13, 0.63], [-0.58, 1.47, 2.12], [0.20, 0.08, -1.41], [-0.82, 0.71, 0.80], [0.35, -2.04, -0.23], [0.51, -1.16, -1.76], [-0.35, -0.73, 1.20], [-0.27, -0.06, -0.08], [-0.33, 0.00, 0.29], [-0.14, -0.05, -0.25], [-0.16, -0.01, -0.24], [0.22, 0.07, 0.24], [0.66, 0.27, -0.39], [0.04, -0.54, 0.18], [-0.07, 0.43, -0.13], [-0.24, -0.30, -0.90], [-0.45, 0.47, 0.66], [0.54, -0.30, 0.29], [0.13, 0.13, 0.58], [-0.34, 0.35, 0.23], [0.63, 0.54, 0.11], [0.25, -0.32, 0.14], [-0.14, 0.02, -0.41], [-0.18, 0.12, -0.65], [0.44, 0.08, 0.22], [-0.29, -0.22, 0.02], [0.07, 0.02, -0.19], [0.26, 0.29, 0.24], [-0.12, -0.11, 0.47], [-0.09, 0.42, -0.30], [0.14, -0.17, -0.15], [0.37, 0.04, -0.30], [-0.28, -0.12, 0.48], [-0.20, 0.06, -0.02], [0.29, 0.02, 0.26], [-0.18, 0.17, 0.01], [-0.12, -0.27, -0.29], [-0.04, 0.24, -0.15], [-0.19, -0.15, -0.02], [0.25, -0.03, 0.16], [0.21, -0.09, 0.24], [0.00, 0.14, -0.41], [-0.18, -0.02, 0.11], [-0.06, 0.25, 0.14], [-0.19, -0.21, -0.02], [0.24, -0.07, -0.10], [-0.02, -0.04, -0.24], [-0.14, 0.20, 0.07], [0.15, -0.18, 0.18], [-0.08, 0.22, 0.11], [0.22, -0.05, 0.06], [-0.16, -0.17, -0.18], [0.11, 0.24, 0.15], [-0.13, -0.08, -0.28], [0.00, -0.20, 0.10], [-0.06, -0.08, 0.30], [-0.20, 0.18, -0.25], [0.22, -0.06, -0.10], [-0.10, -0.31, -0.03], [0.30, 0.13, 0.23], [-0.10, 0.21, -0.19], [-0.05, 0.26, 0.29], [0.13, -0.33, 0.04], [0.00, 0.07, -0.27], [0.01, -0.27, -0.18], [-0.02, 0.20, -0.17], [-0.07, -0.02, 0.36], [0.39, 0.09, 0.17], [-0.15, -0.03, 0.15], [-0.16, -0.06, -0.45], [0.22, 0.18, -0.14], [0.05, -0.22, -0.07], [-0.37, 0.06, 0.17], [-0.08, 0.11, -0.34], [-0.01, 0.11, 0.23], [0.10, -0.30, 0.10], [-0.18, 0.04, -0.20], [0.19, 0.18, 0.00], [-0.02, -0.23, 0.16], [-0.22, 0.14, -0.13], [0.01, -0.12, 0.28], [0.20, -0.03, -0.11], [-0.02, -0.35, -0.15], [0.27, 0.18, 0.21], [-0.23, 0.27, 0.03], [-0.20, 0.00, -0.23], [0.14, 0.25, 0.16], [0.05, -0.22, 0.13]], "mulliken_charge": [-1.81, 1.86, -1.46, -0.60, -1.36, 1.51, 0.39, -0.90, -1.61, -1.82, -1.79, 0.24, 0.40, 0.44, 0.40, 0.46, 0.40, 0.21, 0.40, 0.44, 0.37, 0.36, 0.31, 0.50, 0.24, 0.39, 0.31, 0.27, 0.46, -0.64, 0.30, 0.34, -0.65, 0.33, 0.32, -0.67, 0.36, 0.31, -0.64, 0.31, 0.32, -0.62, 0.31, 0.32, -0.62, 0.34, 0.30, -0.64, 0.32, 0.32, -0.63, 0.31, 0.32, -0.64, 0.31, 0.33, -0.64, 0.32, 0.31, -0.65, 0.32, 0.32, -0.65, 0.33, 0.32, -0.64, 0.33, 0.32, -0.62, 0.31, 0.31, -0.61, 0.29, 0.33, -0.64, 0.31, 0.32, -0.62, 0.30, 0.32, -0.63, 0.32, 0.32, -0.63, 0.32, 0.31, -0.66, 0.32, 0.33, -0.63, 0.33, 0.30]}